Record 1
ORCA calculation (ωB97M-V/def2-TZVPD) on a molecular structure, C33H29Br2IrN5PS3.

For the strongest force on any atom, the calculation gives 0.098 Eh/bohr. The expectation value of S² is 8.826. The net charge is +3. Its HOMO-LUMO gap (alpha / beta) is 5.23 / 4.71 eV. As for the spin multiplicity: 6. The electronic energy comes out at -226830.0676 eV. Its LUMO energy (alpha / beta) is -8.7 / -11.6 eV.

Structure (XYZ):
```
74
C33H29Br2IrN5PS3, DFT ωB97M-V/def2-TZVPD
Ir 17.778 12.567 10.053
Br 23.273 12.779 4.919
C 22.320 13.001 6.431
C 20.954 13.312 6.256
C 20.118 13.535 7.336
C 20.623 13.225 8.581
C 21.982 12.930 8.751
C 22.879 12.842 7.677
N 19.842 13.243 9.769
C 20.411 13.650 10.864
C 19.688 13.531 12.127
C 20.032 14.015 13.369
C 19.310 13.771 14.506
C 18.112 13.042 14.364
C 17.753 12.674 13.071
N 18.437 12.994 11.976
H 20.609 13.504 5.231
H 19.103 13.971 7.117
H 22.251 12.709 9.819
H 23.988 12.929 7.732
H 21.449 14.041 10.814
H 20.962 14.542 13.370
H 19.671 14.034 15.487
H 17.546 12.794 15.226
H 16.861 12.078 12.984
Br 15.670 19.040 9.887
C 16.473 17.300 10.293
C 15.816 16.400 11.123
C 16.224 15.072 11.032
N 17.217 14.630 10.267
C 17.858 15.522 9.510
C 17.585 16.896 9.567
H 15.022 16.756 11.722
H 15.623 14.278 11.500
H 18.599 15.121 8.794
H 18.051 17.583 8.849
S 11.548 12.025 10.714
C 12.806 12.545 9.665
S 13.787 11.403 8.842
C 14.967 12.678 8.492
N 14.336 13.889 8.431
N 13.256 13.793 9.239
C 12.768 15.087 9.703
C 12.832 16.139 8.803
C 12.443 17.403 9.142
C 11.949 17.539 10.450
C 12.070 16.527 11.417
C 12.519 15.232 11.045
S 16.560 12.288 8.039
H 13.214 15.911 7.821
H 12.370 18.211 8.474
H 11.552 18.459 10.789
H 11.798 16.788 12.459
H 12.552 14.352 11.742
C 19.429 9.724 11.132
P 18.028 10.327 10.160
C 18.185 9.427 8.575
C 16.724 9.570 11.151
C 16.847 9.554 12.566
C 15.685 9.362 13.350
C 14.531 8.740 12.763
C 14.526 8.591 11.391
C 15.593 9.042 10.557
H 19.490 10.407 12.037
H 20.336 9.959 10.590
H 19.348 8.630 11.300
H 18.475 8.402 8.784
H 18.968 9.914 8.004
H 17.246 9.442 7.992
H 17.769 9.849 13.071
H 15.687 9.563 14.421
H 13.695 8.385 13.388
H 13.679 8.150 10.876
H 15.488 9.032 9.483
```

Record 2
ORCA calculation (ωB97M-V/def2-TZVPD) on a molecular structure, C33H29CoN4O3PS3.

For the strongest force on any atom, the calculation gives 0.010 Eh/bohr. The expectation value of S² is 0.765. Its HOMO-LUMO gap (alpha / beta) is 7.72 / 7.76 eV. The energy above the lowest of the compared OMol25 structures with the same formula, charge and spin is 0.0 kJ/mol. As for the spin multiplicity: 2. The electronic energy comes out at -126216.9721 eV. Its LUMO energy (alpha / beta) is 0.4 / 0.4 eV.

Structure (XYZ):
```
74
C33H29CoN4O3PS3, DFT ωB97M-V/def2-TZVPD
Co 0.693 0.330 1.159
O -0.508 0.181 2.644
N -0.090 0.614 3.831
C -0.835 0.242 4.893
C -0.511 0.657 6.154
C 0.609 1.479 6.318
C 1.345 1.847 5.223
C 1.002 1.412 3.930
S 1.858 1.844 2.506
H -1.671 -0.389 4.637
H -1.119 0.343 6.989
H 0.895 1.821 7.303
H 2.215 2.481 5.314
N -1.320 3.174 1.529
C -1.857 3.329 0.274
C -2.488 4.540 -0.055
C -3.077 4.729 -1.285
C -3.057 3.717 -2.241
C -2.440 2.523 -1.927
C -1.837 2.300 -0.685
P -1.108 0.681 -0.302
C -2.543 -0.354 0.159
C -3.832 -0.067 -0.281
C -4.888 -0.907 0.040
C -4.664 -2.044 0.802
C -3.382 -2.335 1.244
C -2.324 -1.493 0.931
C -0.626 0.017 -1.932
C -0.888 -1.307 -2.268
C -0.390 -1.844 -3.447
C 0.371 -1.065 -4.301
C 0.636 0.259 -3.973
C 0.143 0.795 -2.797
H -1.153 4.021 2.046
H -0.614 2.464 1.666
H -2.507 5.332 0.685
H -3.555 5.675 -1.505
H -3.512 3.859 -3.211
H -2.414 1.732 -2.666
H -4.020 0.822 -0.868
H -5.886 -0.672 -0.306
H -5.487 -2.700 1.052
H -3.200 -3.221 1.840
H -1.326 -1.727 1.278
H -1.471 -1.932 -1.604
H -0.596 -2.879 -3.690
H 0.760 -1.485 -5.220
H 1.234 0.874 -4.633
H 0.359 1.828 -2.551
O 4.049 -3.102 -1.196
C 2.999 -3.908 -0.894
C 3.053 -5.271 -1.178
C 2.001 -6.106 -0.849
C 0.878 -5.592 -0.219
C 0.829 -4.240 0.070
C 1.867 -3.373 -0.268
C 1.679 -1.931 0.054
O 0.872 -1.644 1.008
N 2.298 -1.049 -0.688
N 1.958 0.246 -0.289
C 2.698 1.134 -0.839
S 2.397 2.846 -0.655
C 4.069 3.303 -1.185
C 4.437 2.394 -2.341
S 4.025 0.680 -1.889
H 4.740 -3.640 -1.600
H 3.938 -5.673 -1.660
H 2.064 -7.161 -1.084
H 0.052 -6.237 0.049
H -0.029 -3.814 0.571
H 4.756 3.176 -0.349
H 4.050 4.352 -1.479
H 5.506 2.432 -2.547
H 3.892 2.677 -3.242
```

Record 3
ORCA calculation (ωB97M-V/def2-TZVPD) on a molecular structure, C33H29F4N6O2S3Sr.

For the strongest force on any atom, the calculation gives 0.009 Eh/bohr. The expectation value of S² is 0.771. The net charge is -2. Its HOMO-LUMO gap (alpha / beta) is 4.07 / 5.30 eV. The energy above the lowest of the compared OMol25 structures with the same formula, charge and spin is 144.0 kJ/mol. As for the spin multiplicity: 2. The electronic energy comes out at -91941.0623 eV. Its LUMO energy (alpha / beta) is 3.7 / 3.7 eV.

Structure (XYZ):
```
78
C33H29F4N6O2S3Sr, DFT ωB97M-V/def2-TZVPD
Sr -0.860 0.384 0.057
C 1.130 -2.596 -1.955
C 2.162 -1.638 -1.381
N 1.691 -0.256 -1.239
C 1.369 0.365 -2.524
C 2.534 0.872 -3.377
C 2.648 0.532 -0.449
C 2.018 1.814 0.086
N 1.164 1.564 1.234
C 1.724 1.440 2.434
C 0.864 1.132 3.536
F -0.440 0.951 3.266
C 1.296 1.012 4.827
F 0.393 0.734 5.795
C 2.631 1.163 5.189
C 3.494 1.430 4.149
F 4.818 1.574 4.415
C 3.086 1.559 2.838
F 4.074 1.791 1.922
H 1.514 -3.617 -1.906
H 0.882 -2.388 -2.996
H 0.218 -2.558 -1.358
H 3.089 -1.680 -1.978
H 2.420 -1.979 -0.376
H 0.670 1.187 -2.372
H 0.803 -0.367 -3.096
H 3.016 1.746 -2.936
H 2.146 1.165 -4.354
H 3.298 0.105 -3.532
H 3.561 0.743 -1.027
H 2.952 -0.081 0.401
H 1.393 2.245 -0.705
H 2.799 2.564 0.240
H 2.965 1.068 6.210
O -3.101 -0.044 -7.214
C -3.211 -1.113 -6.278
C -2.696 -0.717 -4.925
C -2.572 -1.724 -3.937
C -2.138 -1.336 -2.690
N -1.811 -0.090 -2.347
C -1.937 0.901 -3.290
C -2.385 0.572 -4.604
C -1.633 2.238 -2.889
C -1.722 3.354 -3.773
C -1.426 4.608 -3.331
C -1.485 5.820 -4.214
O -2.012 5.506 -5.500
C -1.028 4.792 -1.981
C -0.954 3.672 -1.184
N -1.230 2.432 -1.586
H -3.664 -0.251 -7.963
H -2.648 -1.986 -6.631
H -4.259 -1.421 -6.175
H -2.820 -2.758 -4.139
H -2.044 -2.079 -1.902
H -2.493 1.338 -5.356
H -2.024 3.221 -4.800
H -0.474 6.235 -4.310
H -2.107 6.582 -3.726
H -1.869 6.266 -6.069
H -0.796 5.772 -1.583
H -0.650 3.763 -0.144
S -0.815 -2.396 1.346
C -2.199 -3.110 0.597
C -1.996 -4.241 -0.231
C -3.023 -4.902 -0.875
C -2.717 -6.044 -1.694
N -2.460 -6.961 -2.340
C -4.348 -4.462 -0.723
C -4.574 -3.355 0.089
C -3.550 -2.687 0.746
S -4.078 -1.362 1.806
C -5.441 -5.118 -1.370
N -6.321 -5.651 -1.888
H -0.981 -4.595 -0.352
H -5.587 -2.993 0.210
S -3.439 1.474 1.835
C -3.185 -0.029 1.179
```

Record 4
ORCA calculation (ωB97M-V/def2-TZVPD) on a molecular structure, C33H29GeIrN3O3.

For the strongest force on any atom, the calculation gives 0.039 Eh/bohr. The net charge is +1. Its HOMO-LUMO gap is 6.48 eV. The energy above the lowest of the compared OMol25 structures with the same formula, charge and spin is 129.4 kJ/mol. As for the spin multiplicity: 1. The electronic energy comes out at -104654.4597 eV. Its LUMO energy is -4.3 eV.

Structure (XYZ):
```
70
C33H29GeIrN3O3, DFT ωB97M-V/def2-TZVPD
Ir 0.618 -1.194 0.529
O -1.698 -0.991 -2.800
C -0.782 -0.949 -2.002
N -0.594 -1.751 -0.930
C -1.745 -2.478 -0.429
C -2.052 -1.887 0.916
C -3.162 -2.199 1.680
C -3.352 -1.566 2.892
C -2.424 -0.625 3.328
C -1.320 -0.371 2.552
N -1.144 -0.993 1.368
C 0.272 0.111 -2.056
C 0.399 1.000 -3.101
C 1.332 2.019 -2.991
C 2.119 2.102 -1.848
C 1.949 1.168 -0.848
N 1.028 0.194 -0.950
H -1.562 -3.554 -0.322
H -2.583 -2.341 -1.114
H -3.856 -2.941 1.312
H -4.220 -1.794 3.496
H -2.552 -0.093 4.259
H -0.555 0.332 2.843
H -0.248 0.880 -3.958
H 1.439 2.749 -3.782
H 2.851 2.887 -1.723
H 2.548 1.180 0.052
O 1.443 -1.063 2.586
C 1.233 -2.300 2.689
O 0.687 -2.857 1.654
C 1.541 -3.174 3.853
C 2.029 -4.563 3.372
Ge 1.379 -5.230 1.627
C -0.490 -5.690 1.326
C -0.770 -6.626 0.330
C -2.068 -7.066 0.114
C -3.107 -6.590 0.906
C -2.843 -5.661 1.901
C -1.543 -5.210 2.102
C 2.121 -7.069 1.812
C 1.486 -7.936 2.710
C 2.045 -9.159 3.050
C 3.255 -9.548 2.490
C 3.887 -8.718 1.579
C 3.320 -7.493 1.239
C 2.260 -4.504 0.044
C 1.508 -4.155 -1.081
C 2.107 -3.569 -2.190
C 3.473 -3.320 -2.191
C 4.233 -3.650 -1.077
C 3.630 -4.234 0.030
H 0.602 -3.268 4.408
H 2.258 -2.670 4.498
H 1.804 -5.327 4.112
H 3.113 -4.537 3.251
H 0.036 -7.024 -0.277
H -2.269 -7.793 -0.662
H -4.114 -6.956 0.755
H -3.650 -5.300 2.530
H -1.348 -4.483 2.885
H 0.533 -7.655 3.150
H 1.538 -9.810 3.752
H 3.699 -10.497 2.762
H 4.824 -9.022 1.129
H 3.822 -6.871 0.507
H 0.442 -4.354 -1.098
H 1.509 -3.323 -3.060
H 3.946 -2.881 -3.060
H 5.299 -3.460 -1.073
H 4.239 -4.478 0.894
```

Record 5
ORCA calculation (ωB97M-V/def2-TZVPD) on a molecular structure, C33H29MnNO4PSi.

For the strongest force on any atom, the calculation gives 0.064 Eh/bohr. The expectation value of S² is 8.781. The net charge is -1. Its HOMO-LUMO gap (alpha / beta) is 4.47 / 5.12 eV. The energy above the lowest of the compared OMol25 structures with the same formula, charge and spin is 0.0 kJ/mol. As for the spin multiplicity: 6. The electronic energy comes out at -92861.3739 eV. Its LUMO energy (alpha / beta) is 2.2 / 2.2 eV.

Structure (XYZ):
```
70
C33H29MnNO4PSi, DFT ωB97M-V/def2-TZVPD
Mn -1.250 -0.036 -0.846
O -4.439 -1.761 -2.937
C -3.662 -1.336 -2.069
O -2.596 -0.592 -2.325
C -3.835 -1.680 -0.588
C -4.905 -2.425 -0.095
C -4.831 -2.939 1.190
C -3.734 -2.652 1.976
C -2.817 -1.715 1.480
N -2.811 -1.281 0.208
H -5.704 -2.631 -0.799
H -5.693 -3.549 1.565
H -3.584 -3.042 2.981
H -1.994 -1.326 2.111
O -0.058 3.508 -2.370
C 0.093 2.583 -1.587
O -0.787 1.625 -1.645
C 1.215 2.509 -0.551
C 2.323 3.324 -0.829
C 3.488 3.156 -0.162
C 3.576 2.313 0.947
C 2.452 1.614 1.339
C 1.262 1.683 0.595
P -0.117 0.742 1.347
C -1.115 1.982 2.153
C -0.522 2.998 2.905
C -1.302 4.058 3.402
C -2.681 4.040 3.210
C -3.281 3.055 2.403
C -2.495 2.044 1.886
C 0.540 -0.384 2.591
C 1.409 -1.383 2.163
C 1.939 -2.318 3.058
C 1.469 -2.330 4.371
C 0.588 -1.331 4.842
C 0.129 -0.372 3.939
H 2.171 4.095 -1.596
H 4.318 3.749 -0.482
H 4.507 2.193 1.494
H 2.480 0.977 2.233
H 0.562 2.995 3.107
H -0.823 4.881 3.941
H -3.305 4.775 3.703
H -4.365 3.047 2.193
H -2.950 1.271 1.253
H 1.698 -1.395 1.106
H 2.718 -3.041 2.713
H 1.827 -3.145 5.034
H 0.345 -1.222 5.907
H -0.547 0.402 4.269
C -0.524 -2.682 -3.269
Si 0.121 -0.947 -3.046
C -0.414 -0.153 -4.613
C 1.977 -0.998 -3.089
C 2.700 -0.333 -4.088
C 4.073 -0.467 -4.146
C 4.769 -1.287 -3.254
C 4.071 -1.997 -2.279
C 2.675 -1.867 -2.233
H 0.045 -3.219 -4.078
H -1.585 -2.555 -3.581
H -0.475 -3.258 -2.315
H 0.062 -0.582 -5.515
H -0.202 0.919 -4.519
H -1.513 -0.242 -4.631
H 2.169 0.285 -4.794
H 4.608 0.094 -4.913
H 5.853 -1.333 -3.302
H 4.577 -2.705 -1.572
H 2.106 -2.408 -1.495
```

Record 6
ORCA calculation (ωB97M-V/def2-TZVPD) on a molecular structure, C33H29N4O4OsPS2.

For the strongest force on any atom, the calculation gives 0.044 Eh/bohr. Its HOMO-LUMO gap is 6.71 eV. The energy above the lowest of the compared OMol25 structures with the same formula, charge and spin is 0.0 kJ/mol. As for the spin multiplicity: 1. The electronic energy comes out at -82271.9896 eV. Its LUMO energy is -0.9 eV.

Structure (XYZ):
```
74
C33H29N4O4OsPS2, DFT ωB97M-V/def2-TZVPD
Os 0.526 1.012 0.268
O 1.520 0.402 1.921
C 2.248 -0.688 1.928
C 2.571 -1.218 3.196
C 3.342 -2.344 3.316
C 3.848 -3.005 2.183
C 3.548 -2.508 0.944
C 2.734 -1.368 0.777
C 2.520 -0.948 -0.580
N 1.674 -0.062 -0.957
C 1.598 0.423 -2.339
C 0.161 0.829 -2.632
N -0.397 1.524 -1.460
C -1.401 2.311 -1.577
C -2.134 2.896 -0.487
C -3.204 3.748 -0.834
C -4.002 4.326 0.117
C -3.755 4.040 1.469
C -2.735 3.204 1.844
C -1.885 2.623 0.880
O -0.940 1.838 1.335
H 2.178 -0.703 4.062
H 3.562 -2.732 4.303
H 4.467 -3.886 2.290
H 3.937 -2.991 0.055
H 3.127 -1.425 -1.346
H 1.933 -0.343 -3.039
H 2.263 1.289 -2.403
H -0.426 -0.080 -2.771
H 0.082 1.452 -3.524
H -1.769 2.517 -2.583
H -3.385 3.939 -1.886
H -4.812 4.984 -0.168
H -4.382 4.485 2.233
H -2.540 2.975 2.882
S 0.202 -2.594 -2.210
P -1.078 -2.182 -0.791
S -0.656 -0.817 0.744
C -2.683 -1.656 -1.456
C -3.168 -0.366 -1.278
C -4.380 0.009 -1.847
C -5.112 -0.907 -2.584
C -4.632 -2.201 -2.760
C -3.422 -2.574 -2.201
C -1.473 -3.648 0.203
C -2.399 -3.555 1.243
C -2.696 -4.669 2.010
C -2.071 -5.881 1.742
C -1.153 -5.976 0.709
C -0.851 -4.860 -0.062
H -2.605 0.343 -0.685
H -4.750 1.017 -1.702
H -6.060 -0.619 -3.020
H -5.203 -2.918 -3.336
H -3.042 -3.578 -2.349
H -2.889 -2.612 1.454
H -3.413 -4.593 2.816
H -2.303 -6.752 2.343
H -0.666 -6.920 0.500
H -0.131 -4.916 -0.868
C 6.025 3.009 0.464
N 4.579 3.187 0.448
C 4.005 4.408 0.642
C 2.676 4.593 0.580
C 1.889 3.421 0.314
O 0.647 3.382 0.200
N 2.460 2.219 0.174
C 3.814 2.041 0.189
O 4.391 0.988 -0.026
H 6.487 3.975 0.653
H 6.368 2.617 -0.491
H 6.311 2.303 1.241
H 4.697 5.214 0.847
H 2.213 5.553 0.736
```